#one
# C4H6N3

An isolated ion of composition C4H6N3 and charge +1 (ωB97M-V with the def2-TZVPD basis set, OMol25).

Results
LUMO level ... -5.80 eV
Molecular weight ... 96.11 g mol⁻¹
Orbital gap ... 8.6570 eV
Highest occupied orbital energy ... -14.5 eV

ORCA input file:
```
! RIJCOSX wB97M-V def2-TZVPD def2/J DEFGRID3
* xyz 1 1
C -0.588 -0.851 1.439
C 0.075 -0.354 -1.716
C 0.262 1.197 0.180
C -0.348 0.405 1.297
N 0.100 -2.160 -0.088
N 0.067 0.742 -1.141
N 0.243 -1.693 -1.187
H -0.983 -1.582 2.106
H -0.050 -0.379 -2.795
H -0.134 2.219 0.209
H 1.347 1.280 0.344
H -0.676 1.017 2.145
H 0.518 -2.364 -1.936
*
```

---

#two
# C4H6N3

A 2-piece molecular cluster, C4H6N3 overall (ωB97M-V with the def2-TZVPD basis set, OMol25).

Results
LUMO level (alpha / beta) ... -6.50 / -6.27 eV
Molecular weight ... 96.11 g mol⁻¹
Orbital gap (alpha / beta) ... 8.1729 / 7.9982 eV
Highest occupied orbital energy (alpha / beta) ... -14.7 / -14.3 eV

ORCA input file:
```
! RIJCOSX wB97M-V def2-TZVPD def2/J DEFGRID3
* xyz 1 1
C 2.577 1.012 0.234
C 1.845 0.070 -0.631
C -1.013 -0.834 0.338
C -1.094 0.667 0.297
N 2.816 -0.169 0.693
N 0.080 0.044 0.500
N 2.593 -1.024 -0.376
H 2.684 2.023 0.697
H -1.149 -1.405 1.219
H -1.008 -1.385 -0.527
H -1.441 1.163 -0.656
H -1.418 1.142 1.246
H 1.941 -1.810 -0.105
*
```

---

What should be chosen as the most stable of them? Choose #one.

---

#one
# C3H9N2O2

A 3-piece molecular cluster, C3H9N2O2 overall (ωB97M-V with the def2-TZVPD basis set, OMol25).

Results
LUMO level ... -2.71 eV
Molecular weight ... 105.12 g mol⁻¹
Orbital gap ... 11.5574 eV
Highest occupied orbital energy ... -14.3 eV

ORCA input file:
```
! RIJCOSX wB97M-V def2-TZVPD def2/J DEFGRID3
* xyz 1 1
C -1.203 0.285 -1.187
C -1.305 1.625 -1.303
N -0.490 2.159 -0.327
C 0.097 1.173 0.343
N -0.319 0.035 -0.158
H -1.667 -0.525 -1.713
H -1.993 2.205 -1.893
H -0.392 3.151 -0.168
H 0.763 1.328 1.172
H 0.009 -0.904 0.117
H 1.025 -2.958 -1.120
H 1.393 -2.667 0.339
O 0.700 -2.520 -0.324
H 2.207 -1.011 2.635
H 1.039 -2.023 2.727
O 1.459 -1.367 2.146
*
```

---

#two
# C3H9N2O2

An isolated ion of composition C3H9N2O2 and charge +1 (ωB97M-V with the def2-TZVPD basis set, OMol25).

Results
Structure (SMILES) ... C[NH2+][C@@H](O)C(N)=O
LUMO level ... -3.04 eV
Molecular weight ... 105.12 g mol⁻¹
Orbital gap ... 11.3005 eV
Highest occupied orbital energy ... -14.3 eV

ORCA input file:
```
! RIJCOSX wB97M-V def2-TZVPD def2/J DEFGRID3
* xyz 1 1
C -0.660 -1.617 -0.484
N 0.440 -0.633 -0.570
C 0.568 0.267 0.605
O 1.825 0.385 1.101
C -0.170 1.841 -0.108
N -0.266 2.887 0.663
O -0.404 1.677 -1.279
H -1.617 -1.099 -0.557
H -0.582 -2.333 -1.303
H -0.615 -2.158 0.463
H 1.335 -1.113 -0.720
H 0.223 0.029 -1.374
H -0.104 -0.045 1.405
H 2.416 0.933 0.569
H -0.026 2.888 1.641
H -0.616 3.745 0.249
*
```

---

#three
# C3H9N2O2

An isolated ion of composition C3H9N2O2 and charge +1 (ωB97M-V with the def2-TZVPD basis set, OMol25).

Results
Structure (SMILES) ... CC(O)(O)C(N)=[NH2+]
LUMO level ... -3.64 eV
Molecular weight ... 105.12 g mol⁻¹
Orbital gap ... 11.9270 eV
Highest occupied orbital energy ... -15.6 eV

ORCA input file:
```
! RIJCOSX wB97M-V def2-TZVPD def2/J DEFGRID3
* xyz 1 1
C -1.249 0.104 1.069
C -0.663 0.008 -0.322
O -0.916 1.112 -1.062
O -0.969 -1.202 -1.064
C 0.915 -0.081 -0.283
N 1.586 -1.225 -0.269
N 1.479 1.132 -0.235
H -2.225 0.763 1.118
H -1.680 -0.887 1.288
H -0.750 0.439 2.015
H -1.826 1.217 -0.968
H -1.832 -1.438 -1.258
H 1.190 -2.099 -0.643
H 2.556 -1.345 -0.067
H 0.743 1.899 -0.652
H 2.461 1.306 -0.387
*
```

---

What should be chosen as the most stable of them? Choose #one.

---

#one
# C3H3NOS

A 2-piece molecular cluster, C3H3NOS overall (ωB97M-V with the def2-TZVPD basis set, OMol25).

Results
LUMO level ... 0.60 eV
Molecular weight ... 101.13 g mol⁻¹
Orbital gap ... 8.6613 eV
Highest occupied orbital energy ... -8.1 eV

ORCA input file:
```
! RIJCOSX wB97M-V def2-TZVPD def2/J DEFGRID3
* xyz 0 1
C -0.351 -0.655 1.252
C -1.451 1.792 -0.449
C 1.457 -0.986 -0.397
N 0.434 -0.960 0.390
O -1.725 0.938 -1.180
S -0.827 2.933 0.359
H -1.137 -1.217 1.534
H 2.296 -1.367 -0.069
H 1.306 -0.478 -1.440
*
```

---

#two
# C3H3NOS

C3H3NOS as an isolated structure (ωB97M-V with the def2-TZVPD basis set, OMol25).

Results
LUMO level ... -1.18 eV
Molecular weight ... 101.13 g mol⁻¹
Orbital gap ... 9.2758 eV
Highest occupied orbital energy ... -10.5 eV

ORCA input file:
```
! RIJCOSX wB97M-V def2-TZVPD def2/J DEFGRID3
* xyz 0 1
C 1.767 0.191 0.199
C -0.872 0.823 -0.248
C -0.144 -0.199 0.534
N 2.842 0.505 -0.043
O -1.103 1.926 0.192
S -0.327 -1.915 0.081
H -1.154 0.361 -1.185
H 0.061 0.052 1.634
H -1.071 -1.744 -1.165
*
```

---

#three
# C3H3NOS

A single C3H3NOS molecule (ωB97M-V with the def2-TZVPD basis set, OMol25).

Results
Structure (SMILES) ... Sc1ncco1
LUMO level ... 0.74 eV
Molecular weight ... 101.13 g mol⁻¹
Orbital gap ... 9.8247 eV
Highest occupied orbital energy ... -9.1 eV

ORCA input file:
```
! RIJCOSX wB97M-V def2-TZVPD def2/J DEFGRID3
* xyz 0 1
S -2.607 -0.192 -0.064
C -0.851 -0.293 -0.028
N -0.085 -1.329 0.035
C 1.205 -0.717 -0.072
C 1.144 0.601 -0.058
O -0.263 0.926 0.035
H -2.534 1.062 0.283
H 2.106 -1.407 0.087
H 1.885 1.349 -0.218
*
```

---

What should be chosen as the most stable of them? Choose #three.

---

#one
# C3H3NOS

A single C3H3NOS molecule (ωB97M-V with the def2-TZVPD basis set, OMol25).

Results
Structure (SMILES) ... O=CNC=C=S
LUMO level ... -0.27 eV
Molecular weight ... 101.13 g mol⁻¹
Orbital gap ... 8.0871 eV
Highest occupied orbital energy ... -8.4 eV

ORCA input file:
```
! RIJCOSX wB97M-V def2-TZVPD def2/J DEFGRID3
* xyz 0 1
O -0.319 2.380 0.183
C 0.285 1.417 -0.116
N -0.194 0.136 -0.247
C -1.371 -0.370 0.365
C -2.672 -0.167 0.177
S -4.116 0.124 -0.153
H 1.335 1.385 -0.429
H 0.405 -0.669 -0.256
H -1.313 -1.096 1.106
*
```

---

#two
# C3H3NOS

A single C3H3NOS molecule (ωB97M-V with the def2-TZVPD basis set, OMol25).

Results
Structure (SMILES) ... CSC(=O)C#N
LUMO level ... -0.45 eV
Molecular weight ... 101.13 g mol⁻¹
Orbital gap ... 9.7391 eV
Highest occupied orbital energy ... -10.2 eV

ORCA input file:
```
! RIJCOSX wB97M-V def2-TZVPD def2/J DEFGRID3
* xyz 0 1
C -0.092 0.091 0.307
S -1.629 0.976 -0.084
C -2.640 -0.521 -0.141
O -2.202 -1.627 -0.239
C -4.108 -0.063 0.006
N -5.096 0.487 0.219
H 0.734 0.569 -0.275
H -0.361 -0.969 0.121
H 0.138 0.200 1.429
*
```

---

What should be chosen as the most stable of them? Choose #two.

---

#one
# C3H6N2OS

A single C3H6N2OS molecule (ωB97M-V with the def2-TZVPD basis set, OMol25).

Results
Structure (SMILES) ... [H]/N=C(/NC=S)OC
LUMO level ... 0.41 eV
Molecular weight ... 118.16 g mol⁻¹
Orbital gap ... 9.0490 eV
Highest occupied orbital energy ... -8.6 eV

ORCA input file:
```
! RIJCOSX wB97M-V def2-TZVPD def2/J DEFGRID3
* xyz 0 1
H -1.277 -2.521 -1.043
N -0.548 -1.872 -1.302
C -0.417 -0.991 -0.385
N 0.571 -0.022 -0.559
C 0.666 1.089 0.199
S 1.650 2.345 -0.055
O -1.120 -0.790 0.724
C -2.026 -1.804 1.144
H 1.031 -0.039 -1.449
H 0.081 1.063 1.128
H -2.871 -1.903 0.469
H -2.413 -1.545 2.104
H -1.485 -2.757 1.159
*
```

---

#two
# C3H6N2OS

A single C3H6N2OS molecule (ωB97M-V with the def2-TZVPD basis set, OMol25).

Results
Structure (SMILES) ... [H]/N=C(/N)CC(O)=S
LUMO level ... 0.01 eV
Molecular weight ... 118.16 g mol⁻¹
Orbital gap ... 9.1901 eV
Highest occupied orbital energy ... -9.2 eV

ORCA input file:
```
! RIJCOSX wB97M-V def2-TZVPD def2/J DEFGRID3
* xyz 0 1
H 2.308 1.676 -0.355
N 2.475 0.646 -0.518
C 1.605 -0.087 -0.006
N 1.580 -1.473 -0.066
C 0.434 0.290 1.018
C -0.849 0.454 0.224
O -0.958 1.676 -0.212
S -2.024 -0.729 -0.178
H 1.985 -1.801 -0.944
H 0.810 -2.089 0.302
H 0.410 -0.451 1.746
H 0.672 1.254 1.455
H -1.669 1.517 -0.976
*
```

---

What should be chosen as the most stable of them? Choose #one.

---

#one
# C3H6N2OS

A single C3H6N2OS molecule (ωB97M-V with the def2-TZVPD basis set, OMol25).

Results
LUMO level ... 0.35 eV
Molecular weight ... 118.16 g mol⁻¹
Orbital gap ... 8.5962 eV
Highest occupied orbital energy ... -8.2 eV

ORCA input file:
```
! RIJCOSX wB97M-V def2-TZVPD def2/J DEFGRID3
* xyz 0 1
C -0.038 0.081 -1.023
C 0.271 -1.832 0.767
C 0.017 1.531 -1.029
N -0.272 -0.915 -1.610
N 0.045 -0.554 1.142
O -2.009 -2.738 -1.100
S -0.567 -2.502 -0.990
H 1.331 -2.262 0.550
H -0.301 -2.690 1.258
H -0.866 1.836 -0.350
H 0.429 1.940 -1.979
H 0.847 1.729 -0.257
H -0.939 -0.355 1.111
*
```

---

#two
# C3H6N2OS

A single C3H6N2OS molecule (ωB97M-V with the def2-TZVPD basis set, OMol25).

Results
Structure (SMILES) ... [H]/N=C1/OCCN1S
LUMO level ... 0.50 eV
Molecular weight ... 118.16 g mol⁻¹
Orbital gap ... 9.2980 eV
Highest occupied orbital energy ... -8.8 eV

ORCA input file:
```
! RIJCOSX wB97M-V def2-TZVPD def2/J DEFGRID3
* xyz 0 1
H 0.668 -2.328 0.316
N 1.161 -1.656 -0.582
C 0.668 -0.460 -0.722
O 0.541 0.548 -1.611
C -0.354 1.616 -1.491
C -1.130 1.059 -0.151
N -0.286 -0.001 0.259
S -0.134 -0.697 1.866
H -0.816 1.771 -2.471
H 0.034 2.632 -1.293
H -2.131 0.732 -0.372
H -1.366 1.821 0.595
H 0.202 0.447 2.700
*
```

---

#three
# C3H6N2OS

A single C3H6N2OS molecule (ωB97M-V with the def2-TZVPD basis set, OMol25).

Results
Structure (SMILES) ... [H]/N=C\NC(=O)CS
LUMO level ... -0.10 eV
Molecular weight ... 118.16 g mol⁻¹
Orbital gap ... 9.5967 eV
Highest occupied orbital energy ... -9.7 eV

ORCA input file:
```
! RIJCOSX wB97M-V def2-TZVPD def2/J DEFGRID3
* xyz 0 1
H -2.279 1.640 1.172
N -2.756 1.280 0.257
C -1.911 0.384 -0.295
N -0.589 0.223 0.113
C -0.004 -0.960 -0.145
O -0.668 -1.831 -0.634
C 1.480 -0.929 0.149
S 2.641 0.263 -0.804
H -2.049 -0.057 -1.456
H -0.177 0.955 0.853
H 1.835 -1.951 -0.235
H 1.797 -0.695 1.090
H 2.678 1.680 -0.066
*
```

---

#four
# C3H6N2OS

A single C3H6N2OS molecule (ωB97M-V with the def2-TZVPD basis set, OMol25).

Results
Structure (SMILES) ... CO/C=N/NC=S
LUMO level ... 0.64 eV
Molecular weight ... 118.16 g mol⁻¹
Orbital gap ... 8.8002 eV
Highest occupied orbital energy ... -8.2 eV

ORCA input file:
```
! RIJCOSX wB97M-V def2-TZVPD def2/J DEFGRID3
* xyz 0 1
C -1.907 -1.400 -0.002
O -2.051 0.030 0.001
C -0.915 0.722 -0.003
N 0.220 0.162 0.001
N 1.306 0.998 0.004
C 2.566 0.543 -0.001
S 3.089 -1.006 -0.001
H -2.939 -1.802 -0.031
H -1.370 -1.713 -0.862
H -1.374 -1.718 0.905
H -1.070 1.808 0.000
H 1.150 1.996 -0.006
H 3.295 1.381 -0.007
*
```

---

What should be chosen as the most stable of them? Choose #four.